{"formula": "C3H2N2OS2", "method": "the ωB97M-V functional and the def2-TZVPD basis", "smiles": "O/N=C1\\SN=CC1=S", "homo_lumo_gap_ev": 7.53, "energy_ha": -1096.5001, "total_charge": 0, "largest_force_ev_per_a": 4.3, "e_above_lowest_kj_mol": 338.4, "symbols": ["C", "C", "C", "H", "H", "N", "N", "O", "S", "S"], "xyz": [[-0.404, -0.440, -0.298], [1.338, 1.352, 0.055], [1.109, -0.106, -0.189], [-2.717, -1.171, 0.613], [2.320, 1.822, 0.339], [-0.740, -1.653, -0.210], [0.204, 2.057, -0.015], [-2.142, -1.918, 0.055], [-1.282, 1.143, -0.225], [2.313, -1.085, -0.125]]}